No. 1
ORCA calculation (ωB97M-V/def2-TZVPD) on the molecule C6H10OS at a distorted geometry.

* HOMO level: -0.317 Eh
* E: -708.000550 hartree
* multiplicity: 1
* net charge: 0
* molecular weight: 130.2 u
* SMILES string: S=C1CCCCOC1

Each line ends with the Mulliken charge.
CARTESIAN COORDINATES (ANGSTROEM)
S 2.956 -0.156 -0.470  -0.215
O -0.688 -1.460 0.491  -0.403
C -1.398 -0.710 -0.449  -0.580
C -0.920 0.687 -0.847  -0.561
C -0.159 1.492 0.170  -0.643
C 0.690 -1.696 0.147  -0.529
C 0.815 0.729 1.061  -0.556
C 1.523 -0.395 0.309  0.130
H 1.560 1.437 1.439  0.384
H -1.510 -1.304 -1.376  0.347
H 0.373 2.380 -0.324  0.288
H -0.895 1.995 0.781  0.352
H 1.042 -2.379 0.894  0.304
H 0.812 -2.110 -0.845  0.382
H -2.415 -0.658 -0.001  0.319
H -1.798 1.239 -1.142  0.398
H -0.327 0.579 -1.785  0.283
H 0.339 0.330 1.947  0.297

No. 2
ORCA calculation (ωB97M-V/def2-TZVPD) on the molecule C6H10OS at a distorted geometry.

* HOMO level: -0.315 Eh
* E: -707.980854 hartree
* multiplicity: 1
* net charge: 0
* molecular weight: 130.2 u
* SMILES string: C1O[C@H]2CC[C@H]2CS1

Each line ends with the Mulliken charge.
CARTESIAN COORDINATES (ANGSTROEM)
S 1.400 -1.163 0.680  -0.163
O 0.781 0.692 -1.194  -0.480
C 0.923 -0.694 -0.976  -0.354
C -0.340 1.217 -0.628  -0.231
C 0.353 -0.017 1.594  -0.709
C -1.797 0.739 -1.098  -0.583
C -0.739 0.658 0.790  -0.020
C -1.964 -0.138 0.102  -0.816
H -1.867 0.205 -2.105  0.270
H 1.021 0.780 1.958  0.358
H -1.538 -1.141 -0.046  0.232
H -2.371 1.641 -1.040  0.343
H -0.021 -0.490 2.603  0.324
H 0.005 -1.191 -1.277  0.253
H -0.218 2.289 -0.630  0.453
H -2.920 -0.120 0.635  0.367
H -1.099 1.479 1.459  0.387
H 1.744 -0.963 -1.591  0.368

No. 3
ORCA calculation (ωB97M-V/def2-TZVPD) on C6H10OS2 as an isolated structure at a distorted geometry.

* HOMO level (spin up / spin down): -0.319 / -0.255 Eh
* E: -1105.976383 hartree
* multiplicity: 1
* net charge: 0
* molecular weight: 162.3 u

Each line ends with the Mulliken charge.
CARTESIAN COORDINATES (ANGSTROEM)
S 2.893 0.681 -0.509  0.460
S -1.233 -0.204 -1.081  -0.187
O 4.218 1.157 -0.086  -0.628
C -2.206 1.602 0.108  -0.682
C 2.027 -0.007 0.815  -0.618
C 2.888 -1.158 -0.886  -0.661
C -0.804 1.182 -0.162  -0.313
C -2.869 0.564 -0.649  -0.376
C 1.762 -1.345 0.163  -0.122
H -2.372 2.614 -0.220  0.224
H -3.415 0.796 -1.483  0.351
H 2.832 -1.616 -1.792  0.500
H 0.317 1.277 -0.030  0.505
H -3.443 -0.176 -0.100  0.268
H 0.728 -1.379 -0.298  -0.200
H 3.745 -1.474 -0.344  0.315
H 1.736 -2.256 0.821  0.289
H 1.197 0.419 1.292  0.705
H -2.519 1.581 1.296  0.167

No. 4
ORCA calculation (ωB97M-V/def2-TZVPD) on the molecule C6H10OS3 at a distorted geometry.

* HOMO level: -0.291 Eh
* E: -1504.190664 hartree
* multiplicity: 1
* net charge: 0
* molecular weight: 194.3 u

Each line ends with the Mulliken charge.
CARTESIAN COORDINATES (ANGSTROEM)
S 1.220 1.455 -1.432  -0.296
S 3.417 0.176 -0.842  -0.305
S -1.181 0.245 -0.355  -0.220
O 2.023 -1.956 0.116  -0.276
C 2.035 -0.770 -0.614  0.149
C 0.777 -2.260 0.785  0.437
C 0.968 -2.123 2.341  -0.755
C -2.537 2.780 -0.988  -0.618
C -1.344 2.642 -1.513  -0.078
C -0.441 1.538 -1.230  0.573
H -3.062 1.934 -0.353  0.019
H -3.155 3.620 -1.251  0.291
H -2.597 0.465 -0.339  0.075
H 0.606 -3.273 0.413  0.324
H -0.148 -2.023 2.757  0.278
H -0.672 3.454 -1.942  0.251
H 1.003 -0.338 -1.027  0.125
H 1.621 -2.997 2.699  0.277
H -0.092 -1.567 0.472  -0.442
H 1.559 -1.003 2.301  0.192

No. 5
ORCA calculation (ωB97M-V/def2-TZVPD) on the molecule C6H10OSe at a distorted geometry.

* HOMO level: -0.310 Eh
* E: -2711.215888 hartree
* multiplicity: 1
* net charge: 0
* molecular weight: 177.1 u
* SMILES string: O=C1CCCC[C@@H]1[SeH]

Each line ends with the Mulliken charge.
CARTESIAN COORDINATES (ANGSTROEM)
Se -3.477 -0.160 0.010  -0.030
O -1.734 2.191 -0.284  -0.469
C -0.989 1.438 0.216  0.608
C -0.691 -1.191 -0.264  -0.386
C 0.480 1.530 0.404  -0.641
C -1.560 -0.257 0.466  -0.683
C 0.733 -0.931 -0.061  -0.598
C 1.189 0.472 -0.432  -0.570
H -1.775 -0.412 1.565  0.384
H -0.993 -1.237 -1.372  0.308
H 2.330 0.529 -0.473  0.306
H 0.828 0.610 -1.500  0.296
H 0.896 -0.897 1.076  0.221
H 0.427 1.204 1.460  0.339
H -0.842 -2.301 -0.042  0.256
H 1.496 -1.624 -0.579  0.293
H -3.252 -0.293 -1.430  0.077
H 0.847 2.570 0.091  0.287

No. 6
ORCA calculation (ωB97M-V/def2-TZVPD) on a 2-piece molecular cluster, C6H10OSi2 overall at a distorted geometry.

* HOMO level: -0.312 Eh
* E: -888.760326 hartree
* multiplicity: 1
* net charge: 0
* molecular weight: 154.3 u

Each line ends with the Mulliken charge.
CARTESIAN COORDINATES (ANGSTROEM)
Si 3.867 -0.958 0.504  0.180
Si 0.024 2.253 -0.025  0.412
O 4.585 0.516 0.789  -0.445
C -0.698 0.521 -0.276  0.187
C -1.255 -1.738 -1.202  -0.677
C -2.630 -0.754 0.525  -0.597
C -0.457 -0.566 -1.094  0.086
C -2.314 -1.821 -0.255  -0.220
C -1.853 0.420 0.524  -0.383
H 0.743 2.156 1.267  -0.101
H 4.388 1.433 0.322  0.359
H -3.336 -0.886 1.391  0.265
H -2.959 -2.666 -0.074  0.341
H 4.950 -1.658 1.429  -0.093
H 0.486 -0.708 -1.791  0.182
H -1.178 -2.449 -1.928  0.498
H -2.273 1.322 0.976  0.248
H -1.152 3.112 0.017  -0.125
H 1.063 2.472 -1.097  -0.118